Record 1
54
Properties=species:S:1:pos:R:3 method="wB97M-V/def2-TZVPD" spin_multiplicity=4 e_homo_ev="-5.68 / -5.55" total_charge=0 energy_ha=-2331.49492 relative_energy_kcal_mol=101.28
P -1.7934 0.2081 -1.3632
P 1.9618 -1.1337 -1.0257
C -0.3069 -0.1944 -2.3985
C 0.3653 -1.4939 -1.9284
H 0.3635 0.6654 -2.2303
H -0.4971 -0.2451 -3.4997
H -0.3260 -2.1611 -1.3801
H 0.6097 -2.0501 -2.8554
C 2.7095 -0.3553 -2.5111
H 3.5500 0.3082 -2.2906
H 1.9570 0.1565 -3.1211
H 3.0356 -1.1649 -3.1850
C 2.8863 -2.7201 -0.8726
H 3.3275 -3.0689 -1.8192
H 2.2653 -3.5243 -0.4614
H 3.7269 -2.5640 -0.1854
C -2.5193 1.5015 -2.4001
H -3.1601 2.0830 -1.7354
H -3.1340 1.0759 -3.2058
H -1.7376 2.1317 -2.8421
C -2.7412 -1.2754 -2.1003
H -2.3356 -2.2788 -1.8561
H -2.8077 -1.2538 -3.2022
H -3.7802 -1.2620 -1.7117
V 0.0672 3.3031 0.0245
C 1.4196 -1.7620 1.9183
C 1.6255 -0.8462 0.8497
C 0.5199 0.6673 0.7803
C -0.9105 0.4783 1.1200
C -1.8970 -0.8898 0.5855
C -1.9049 -2.2150 0.9798
C -0.7644 -2.8699 1.6972
C 0.0924 -1.9360 2.5435
C -1.2154 3.4681 2.0731
H 2.2742 -1.9784 2.5653
H 2.5100 -0.2254 1.2062
H 0.6612 0.9494 -0.2719
H 1.0674 1.4474 1.4302
H -0.9692 0.5970 2.1902
H -1.4939 1.3928 0.8939
H -2.9220 -0.4937 0.7086
H -2.8329 -2.8235 0.9708
H 0.0030 -3.3805 1.0211
H -1.1356 -3.7029 2.3582
H -0.3225 -0.9330 2.6534
H 0.1654 -2.3953 3.5118
H -0.6291 3.3072 3.0357
H -2.2477 3.1090 2.3485
H -1.4342 4.5254 2.0374
C 1.7395 4.3825 2.2251
O 1.0808 4.3735 0.9565
H 2.8024 4.6106 2.0955
H 1.7190 3.3734 2.7005
H 1.3124 5.0823 2.9722

=====

Record 2
67
Properties=species:S:1:pos:R:3 method="wB97M-V/def2-TZVPD" e_homo_ev=-16.64 total_charge=+3 energy_ha=-3273.04206 relative_energy_kcal_mol=6.05
Al -0.4000 0.3445 0.2323
F 3.7393 -3.8102 -2.8402
C 3.2537 -2.6978 -2.3446
C 2.1036 -2.7362 -1.5768
F 1.4778 -3.8762 -1.3393
C 1.6375 -1.5490 -1.0748
F 0.4732 -1.5595 -0.3142
C 2.2395 -0.3296 -1.2806
S 1.5722 1.1183 -0.5261
C 3.3791 -0.3176 -2.0606
F 3.9910 0.8322 -2.3067
C 3.8856 -1.4907 -2.5934
F 4.9680 -1.4654 -3.3372
C -4.6576 1.7325 2.2610
Si -4.9002 -0.1298 2.4633
C -6.4618 -0.7084 1.6918
C -4.6800 -0.5581 4.2424
C -3.4571 -0.8310 1.4321
Te -1.5484 -0.5799 2.3983
C -1.0063 -2.6152 2.6346
Si 0.5544 -2.7834 3.7505
C 1.9166 -2.0074 2.7413
C 0.1861 -1.7878 5.2752
C 0.8216 -4.5621 4.1056
H -5.5330 2.2754 2.6431
H -4.5212 1.9684 1.1927
H -3.7709 2.0209 2.8512
H -7.3338 -0.3054 2.2192
H -6.5300 -1.8007 1.7366
H -6.5326 -0.4053 0.6431
H -5.4759 -0.0947 4.8348
H -3.7265 -0.2017 4.6402
H -4.7452 -1.6392 4.4128
H -3.4344 -0.3235 0.4650
H -3.5481 -1.9060 1.2501
H -0.8679 -3.0418 1.6387
H -1.8900 -3.0678 3.0992
H 1.6375 -1.0179 2.3639
H 2.1683 -2.6446 1.8838
H 2.8305 -1.8783 3.3314
H 0.3498 -0.7150 5.1340
H 0.8334 -2.1040 6.0996
H -0.8483 -1.9416 5.6045
H 0.8747 -5.1705 3.1972
H 0.0232 -4.9588 4.7404
H 1.7671 -4.6851 4.6470
N -1.4278 0.0231 -1.4533
H -2.2288 0.6480 -1.5420
H -1.7804 -0.9210 -1.5982
H -0.8275 0.2276 -2.2504
N 1.1906 4.2287 -1.0286
C 0.6130 4.1773 0.3625
P -1.0898 3.4976 0.2526
O -1.6527 3.9143 -1.0616
O -1.0632 2.0100 0.5825
C -2.0835 4.3499 1.5390
N -3.4227 4.6886 0.9201
H 1.9912 4.8589 -1.0861
H 0.4791 4.5335 -1.7013
H 1.5030 3.2951 -1.3053
H 0.5653 5.1930 0.7519
H 1.2663 3.5851 0.9991
H -1.5928 5.2818 1.8142
H -2.2282 3.7534 2.4351
H -3.3024 4.8407 -0.0892
H -3.8411 5.5201 1.3353
H -4.0802 3.9156 1.0320

=====

Please write out number 2 again, unchanged.
67
Properties=species:S:1:pos:R:3 method="wB97M-V/def2-TZVPD" e_homo_ev=-16.64 total_charge=+3 energy_ha=-3273.04206 relative_energy_kcal_mol=6.05
Al -0.4000 0.3445 0.2323
F 3.7393 -3.8102 -2.8402
C 3.2537 -2.6978 -2.3446
C 2.1036 -2.7362 -1.5768
F 1.4778 -3.8762 -1.3393
C 1.6375 -1.5490 -1.0748
F 0.4732 -1.5595 -0.3142
C 2.2395 -0.3296 -1.2806
S 1.5722 1.1183 -0.5261
C 3.3791 -0.3176 -2.0606
F 3.9910 0.8322 -2.3067
C 3.8856 -1.4907 -2.5934
F 4.9680 -1.4654 -3.3372
C -4.6576 1.7325 2.2610
Si -4.9002 -0.1298 2.4633
C -6.4618 -0.7084 1.6918
C -4.6800 -0.5581 4.2424
C -3.4571 -0.8310 1.4321
Te -1.5484 -0.5799 2.3983
C -1.0063 -2.6152 2.6346
Si 0.5544 -2.7834 3.7505
C 1.9166 -2.0074 2.7413
C 0.1861 -1.7878 5.2752
C 0.8216 -4.5621 4.1056
H -5.5330 2.2754 2.6431
H -4.5212 1.9684 1.1927
H -3.7709 2.0209 2.8512
H -7.3338 -0.3054 2.2192
H -6.5300 -1.8007 1.7366
H -6.5326 -0.4053 0.6431
H -5.4759 -0.0947 4.8348
H -3.7265 -0.2017 4.6402
H -4.7452 -1.6392 4.4128
H -3.4344 -0.3235 0.4650
H -3.5481 -1.9060 1.2501
H -0.8679 -3.0418 1.6387
H -1.8900 -3.0678 3.0992
H 1.6375 -1.0179 2.3639
H 2.1683 -2.6446 1.8838
H 2.8305 -1.8783 3.3314
H 0.3498 -0.7150 5.1340
H 0.8334 -2.1040 6.0996
H -0.8483 -1.9416 5.6045
H 0.8747 -5.1705 3.1972
H 0.0232 -4.9588 4.7404
H 1.7671 -4.6851 4.6470
N -1.4278 0.0231 -1.4533
H -2.2288 0.6480 -1.5420
H -1.7804 -0.9210 -1.5982
H -0.8275 0.2276 -2.2504
N 1.1906 4.2287 -1.0286
C 0.6130 4.1773 0.3625
P -1.0898 3.4976 0.2526
O -1.6527 3.9143 -1.0616
O -1.0632 2.0100 0.5825
C -2.0835 4.3499 1.5390
N -3.4227 4.6886 0.9201
H 1.9912 4.8589 -1.0861
H 0.4791 4.5335 -1.7013
H 1.5030 3.2951 -1.3053
H 0.5653 5.1930 0.7519
H 1.2663 3.5851 0.9991
H -1.5928 5.2818 1.8142
H -2.2282 3.7534 2.4351
H -3.3024 4.8407 -0.0892
H -3.8411 5.5201 1.3353
H -4.0802 3.9156 1.0320

=====

Please write out number 1 again, unchanged.
54
Properties=species:S:1:pos:R:3 method="wB97M-V/def2-TZVPD" spin_multiplicity=4 e_homo_ev="-5.68 / -5.55" total_charge=0 energy_ha=-2331.49492 relative_energy_kcal_mol=101.28
P -1.7934 0.2081 -1.3632
P 1.9618 -1.1337 -1.0257
C -0.3069 -0.1944 -2.3985
C 0.3653 -1.4939 -1.9284
H 0.3635 0.6654 -2.2303
H -0.4971 -0.2451 -3.4997
H -0.3260 -2.1611 -1.3801
H 0.6097 -2.0501 -2.8554
C 2.7095 -0.3553 -2.5111
H 3.5500 0.3082 -2.2906
H 1.9570 0.1565 -3.1211
H 3.0356 -1.1649 -3.1850
C 2.8863 -2.7201 -0.8726
H 3.3275 -3.0689 -1.8192
H 2.2653 -3.5243 -0.4614
H 3.7269 -2.5640 -0.1854
C -2.5193 1.5015 -2.4001
H -3.1601 2.0830 -1.7354
H -3.1340 1.0759 -3.2058
H -1.7376 2.1317 -2.8421
C -2.7412 -1.2754 -2.1003
H -2.3356 -2.2788 -1.8561
H -2.8077 -1.2538 -3.2022
H -3.7802 -1.2620 -1.7117
V 0.0672 3.3031 0.0245
C 1.4196 -1.7620 1.9183
C 1.6255 -0.8462 0.8497
C 0.5199 0.6673 0.7803
C -0.9105 0.4783 1.1200
C -1.8970 -0.8898 0.5855
C -1.9049 -2.2150 0.9798
C -0.7644 -2.8699 1.6972
C 0.0924 -1.9360 2.5435
C -1.2154 3.4681 2.0731
H 2.2742 -1.9784 2.5653
H 2.5100 -0.2254 1.2062
H 0.6612 0.9494 -0.2719
H 1.0674 1.4474 1.4302
H -0.9692 0.5970 2.1902
H -1.4939 1.3928 0.8939
H -2.9220 -0.4937 0.7086
H -2.8329 -2.8235 0.9708
H 0.0030 -3.3805 1.0211
H -1.1356 -3.7029 2.3582
H -0.3225 -0.9330 2.6534
H 0.1654 -2.3953 3.5118
H -0.6291 3.3072 3.0357
H -2.2477 3.1090 2.3485
H -1.4342 4.5254 2.0374
C 1.7395 4.3825 2.2251
O 1.0808 4.3735 0.9565
H 2.8024 4.6106 2.0955
H 1.7190 3.3734 2.7005
H 1.3124 5.0823 2.9722